Here is a cluster of 3 separate species, C33H49ClF2NO5S in total in a non-equilibrium geometry from OMol25. Energies are from ωB97M-V with the def2-TZVPD basis set.

ORCA input file:
```
! RIJCOSX wB97M-V def2-TZVPD def2/J DEFGRID3
* xyz 0 2
Cl -1.06 6.96 4.76
S -2.51 5.43 4.45
F -2.32 -2.59 -6.01
F 4.28 0.63 1.80
O -2.10 4.21 5.33
O -3.86 6.03 4.92
O 2.98 -3.96 -0.55
O -1.40 1.83 3.57
O 4.26 -1.90 -0.67
N -1.33 0.71 2.84
C 8.20 0.99 0.62
C 3.52 -2.45 1.72
C -3.57 0.32 1.45
C 7.50 -0.18 0.34
C 0.86 -3.43 -1.98
C -0.81 -3.33 -1.95
C 0.90 -3.41 -7.47
C -1.05 -2.47 -6.40
C -0.43 -3.53 -7.07
C -2.88 1.08 0.18
C 0.66 1.97 1.93
C -2.62 -0.03 2.72
C -2.42 5.01 2.63
C 1.60 -2.23 -7.20
C -2.53 -1.42 -0.98
C 5.55 0.75 1.42
C 6.17 -0.31 0.75
C 7.58 2.04 1.29
C -3.50 0.38 4.09
C -3.15 0.08 -1.14
C -0.51 0.82 1.60
C 0.98 -1.18 -6.52
C -2.48 -1.69 2.87
C -3.58 3.99 2.09
C -0.35 -1.30 -6.13
C 3.58 -2.78 0.10
C 1.49 -3.89 -0.52
C 6.25 1.93 1.69
C -3.80 2.39 -0.16
C -1.28 1.31 0.24
C 0.39 -0.54 1.23
C -1.28 -1.73 -2.05
C -3.32 3.82 0.45
H -2.23 -1.91 4.02
H -1.31 -3.95 -2.82
H -2.21 -1.74 0.10
H 9.24 1.09 0.30
H -2.58 6.04 2.03
H -1.13 -3.72 -0.87
H -4.44 1.04 1.85
H 1.37 -2.42 -2.30
H -3.78 2.50 -1.35
H -1.67 -2.16 2.17
H 8.13 2.96 1.51
H -0.12 -1.23 0.43
H -1.54 -1.40 -3.15
H 7.98 -1.00 -0.18
H 1.14 -5.01 -0.32
H -0.93 2.44 0.05
H 4.55 -2.68 2.24
H -0.85 -0.49 -5.61
H 1.17 -4.23 -2.79
H 1.11 -3.21 0.37
H -0.77 0.71 -0.65
H 2.66 -3.03 2.28
H 1.28 1.70 2.88
H -2.86 0.28 5.07
H -2.23 4.16 0.19
H -4.03 4.64 -0.03
H -4.15 -0.68 1.16
H 5.75 2.74 2.20
H -4.95 2.25 0.11
H -0.99 -4.44 -7.26
H 2.64 -2.14 -7.51
H 0.53 -1.13 2.25
H -3.39 -2.18 -1.31
H -4.32 -0.48 4.16
H -2.80 0.62 -2.12
H -3.53 2.90 2.52
H 1.47 -0.28 0.85
H 5.61 -1.21 0.55
H -4.68 4.41 2.27
H -4.08 1.38 3.97
H 1.53 -0.27 -6.31
H -4.34 0.01 -1.21
H 1.42 1.90 1.01
H -0.31 -1.12 -1.74
H -1.36 4.63 2.30
H -3.55 -2.14 2.66
H 3.33 -1.28 1.84
H 0.23 3.06 1.92
H 1.38 -4.22 -8.00
*
```

total energy	-75522.2289	eV
LUMO (spin up / spin down)	-0.50 / -0.50	eV
⟨S²⟩	0.755